# 1
Formula: C4H11N3O
Source: the Open Molecules 2025 dataset
Level of theory: ωB97M-V with the def2-TZVPD basis set

```
19
Properties=species:S:1:pos:R:3
C 1.001 1.674 -1.489
C 0.174 1.230 -0.332
C -1.339 1.599 -0.268
N 0.259 -0.183 -0.278
N 0.020 -0.908 0.642
O -0.579 -0.564 1.838
H 2.097 1.610 -1.343
H 0.579 1.218 -2.441
H 0.860 2.774 -1.552
H 0.796 1.586 0.537
H -1.677 1.554 -1.269
H -1.660 2.505 0.270
H -1.736 0.796 0.401
H -0.595 -1.413 2.320
C 0.620 -3.434 0.662
N 0.042 -3.449 1.765
H 1.524 -3.803 0.334
H 0.025 -3.016 -0.235
H 0.600 -3.747 2.555
```

Its SMILES is CC(C)/N=N\O.C=N. Its orbital gap is 9.63 eV. For the total energy, the calculation gives -10839.8263 eV. As for the largest force on an atom: 4.34 eV/A. The HOMO energy comes out at -8.6 eV. For the LUMO energy, the calculation gives 0.03676 hartree.


# 2
Formula: C3H6FNO
Source: the Open Molecules 2025 dataset
Level of theory: ωB97M-V with the def2-TZVPD basis set

```
12
Properties=species:S:1:pos:R:3
C 2.400 -0.125 0.240
C -0.762 -0.371 0.471
C -0.163 0.370 -0.729
N 1.051 1.172 -0.644
O 2.709 -1.060 -0.377
F 0.771 2.249 0.189
H 2.546 0.119 1.346
H -0.011 -0.986 0.912
H -1.249 0.222 1.186
H -1.365 -1.141 0.103
H 0.125 -0.438 -1.405
H -1.002 0.912 -1.081
```

Its orbital gap (alpha / beta) is 9.01 / 9.01 eV. For the total energy, the calculation gives -9458.6149 eV. As for the largest force on an atom: 3.14 eV/A. The HOMO energy (alpha / beta) comes out at -8.8 / -8.8 eV. For the LUMO energy (alpha / beta), the calculation gives 0.00968 / 0.00966 hartree.


# 3
Formula: C27H54N8O9
Source: the Open Molecules 2025 dataset
Level of theory: ωB97M-V with the def2-TZVPD basis set

```
98
Properties=species:S:1:pos:R:3
O 4.155 -1.550 -2.025
N 3.424 -0.577 -1.988
O 3.620 0.423 -1.344
C 2.191 -0.703 -2.807
C 1.825 -1.860 -3.471
C 0.720 -1.852 -4.290
C 0.034 -0.653 -4.541
C 0.372 0.493 -3.846
C 1.410 0.431 -2.910
H 2.434 -2.749 -3.392
H 0.389 -2.706 -4.865
H -0.822 -0.672 -5.202
H -0.190 1.401 -4.007
H 1.633 1.322 -2.339
C -2.831 2.695 3.586
N -2.280 4.005 3.369
C -1.839 4.810 4.495
C -2.150 4.492 2.103
O -1.455 5.444 1.814
H -2.705 2.038 2.724
H -3.874 2.745 3.907
H -2.278 2.131 4.346
H -1.041 4.256 5.002
H -1.440 5.778 4.221
H -2.632 4.929 5.236
H -2.733 3.871 1.406
C 3.313 -3.358 4.374
N 2.235 -3.830 3.513
C 1.684 -5.133 3.760
C 1.813 -3.084 2.463
O 1.135 -3.471 1.532
H 3.585 -2.317 4.220
H 4.142 -4.058 4.309
H 2.897 -3.347 5.390
H 2.425 -5.839 4.137
H 0.854 -4.983 4.465
H 1.231 -5.675 2.931
H 2.225 -2.058 2.496
C -6.347 -5.038 1.377
N -5.099 -4.543 0.857
C -4.955 -3.102 0.843
C -4.040 -5.360 0.629
O -2.969 -4.964 0.230
H -6.341 -6.117 1.517
H -7.152 -4.808 0.668
H -6.673 -4.554 2.302
H -4.788 -2.757 1.864
H -4.113 -2.769 0.240
H -5.810 -2.612 0.374
H -4.343 -6.392 0.860
C -1.013 6.075 -2.206
N -0.941 5.154 -3.312
C -1.522 3.844 -3.155
C -0.644 5.600 -4.561
O -0.781 4.948 -5.573
H -0.319 6.907 -2.309
H -0.875 5.642 -1.214
H -2.020 6.508 -2.123
H -1.104 3.300 -2.308
H -2.594 4.028 -3.006
H -1.364 3.238 -4.042
H -0.183 6.598 -4.569
C 3.432 3.011 1.117
N 4.044 4.332 1.000
C 5.274 4.414 0.254
C 3.296 5.440 1.256
O 3.655 6.572 1.002
H 2.515 2.855 0.549
H 3.274 2.810 2.179
H 4.131 2.277 0.719
H 5.631 5.446 0.224
H 6.071 3.851 0.737
H 5.185 4.191 -0.813
H 2.291 5.252 1.666
C -0.596 -0.856 0.204
N -0.853 0.599 0.236
C 0.256 1.467 0.573
C -2.018 1.076 -0.257
O -2.260 2.262 -0.397
H 0.260 -1.096 -0.426
H -1.500 -1.407 -0.020
H -0.258 -1.084 1.217
H 0.986 1.441 -0.238
H -0.104 2.495 0.488
H 0.677 1.299 1.558
H -2.748 0.261 -0.381
C -0.078 -4.302 -1.684
N 1.189 -4.803 -2.228
C 2.331 -4.599 -1.356
C 1.218 -5.452 -3.412
O 0.217 -5.775 -4.026
H -0.916 -4.728 -2.222
H -0.116 -3.225 -1.883
H -0.066 -4.478 -0.612
H 3.274 -4.895 -1.815
H 2.388 -3.525 -1.163
H 2.187 -5.136 -0.418
H 2.244 -5.605 -3.784
```

Its SMILES is O=[N+]([O-])c1ccccc1.CN(C)C=O.CN(C)C=O.CN(C)C=O.CN(C)C=O.CN(C)C=O.CN(C)C=O.CN(C)C=O. Its orbital gap is 8.25 eV. For the total energy, the calculation gives -59219.6007 eV. As for the largest force on an atom: 1.91 eV/A. The HOMO energy comes out at -8.9 eV. For the LUMO energy, the calculation gives -0.02228 hartree.


# 4
Formula: C25H23N5O4S
Source: the Open Molecules 2025 dataset
Level of theory: ωB97M-V with the def2-TZVPD basis set

```
58
Properties=species:S:1:pos:R:3
C -0.420 -5.773 1.911
O -0.367 -5.079 0.682
C 0.169 -3.831 0.659
C 0.651 -3.144 1.768
C 1.173 -1.870 1.620
C 1.222 -1.256 0.376
N 1.729 0.039 0.217
S 2.869 0.343 -0.990
O 3.641 1.443 -0.492
O 3.539 -0.864 -1.371
C 1.874 0.925 -2.357
C 1.870 0.237 -3.555
C 1.144 0.746 -4.621
C 0.434 1.925 -4.472
C 0.428 2.600 -3.254
C -0.327 3.881 -3.147
O -0.352 4.726 -4.015
N -1.012 4.069 -1.977
N -1.156 3.086 -1.079
C -1.773 3.226 0.029
C -2.431 4.493 0.506
C -1.812 2.023 0.865
C -1.899 2.089 2.254
C -1.907 0.937 3.015
C -1.841 -0.310 2.400
N -1.842 -1.479 3.165
C -1.308 -1.644 4.419
C -1.508 -2.950 4.749
N -2.161 -3.589 3.739
C -2.340 -2.695 2.811
C -1.765 -0.387 1.011
C -1.739 0.766 0.259
C 1.169 2.098 -2.189
C 0.742 -1.944 -0.735
C 0.224 -3.213 -0.593
H -1.055 -5.258 2.638
H -0.854 -6.743 1.675
H 0.582 -5.918 2.327
H 0.630 -3.590 2.749
H 1.548 -1.346 2.488
H 2.006 0.489 1.076
H 2.446 -0.672 -3.634
H 1.139 0.228 -5.568
H -0.122 2.341 -5.299
H -1.485 4.969 -1.875
H -3.161 4.278 1.281
H -1.686 5.182 0.904
H -2.946 4.989 -0.317
H -1.937 3.045 2.754
H -1.978 1.005 4.090
H -0.817 -0.851 4.943
H -1.230 -3.472 5.642
H -2.845 -2.876 1.884
H -1.704 -1.349 0.528
H -1.662 0.714 -0.815
H 1.230 2.609 -1.243
H 0.780 -1.474 -1.704
H -0.148 -3.756 -1.447
```

Its SMILES is COc1ccc(NS(=O)(=O)c2cccc(C(=O)N/N=C(\C)c3ccc(-n4ccnc4)cc3)c2)cc1. Its orbital gap is 8.08 eV. For the total energy, the calculation gives -52773.3097 eV. As for the largest force on an atom: 1.27 eV/A. The HOMO energy comes out at -8.1 eV. For the LUMO energy, the calculation gives 0.00064 hartree.